[1]
# C24H23F32NO4

A 5-piece molecular cluster, C24H23F32NO4 overall at a distorted geometry (the ωB97M-V functional and the def2-TZVPD basis, OMol25).

## Properties
* structure (SMILES): FC(F)C(F)(F)COC(F)(F)C(F)F.FC(F)C(F)(F)COC(F)(F)C(F)F.FC(F)C(F)(F)COC(F)(F)C(F)F.FC(F)C(F)(F)COC(F)(F)C(F)F.CCCC#N
* E_HOMO: -11.4 eV
* molecular weight: 997.387 g mol⁻¹
* HOMO-LUMO gap: 11.8364 eV

Atoms and positions in Å:
C1 -0.367 0.674 5.771
C2 -0.527 0.694 7.277
C3 -0.538 -0.704 7.902
F1 0.443 -1.455 7.343
F2 -0.432 -0.718 9.245
F3 0.555 1.353 7.815
F4 -1.593 1.429 7.670
O1 -1.137 -0.348 5.145
C4 -2.265 0.100 4.457
C5 -2.957 -1.162 3.942
F5 -4.105 -0.951 3.287
F6 -2.187 -2.021 3.269
F7 -3.028 0.850 5.238
F8 -1.823 0.881 3.428
H1 0.658 0.492 5.463
H2 -0.672 1.642 5.368
H3 -1.503 -1.174 7.673
H4 -3.237 -1.615 4.905
C6 4.837 0.684 0.923
C7 3.844 0.808 -0.220
C8 4.519 1.414 -1.484
F9 5.045 2.620 -1.171
F10 5.538 0.615 -1.875
F11 3.417 -0.435 -0.641
F12 2.757 1.542 0.070
O2 4.121 0.550 2.154
C9 4.850 0.525 3.326
C10 3.808 0.173 4.391
F13 4.450 -0.157 5.541
F14 2.912 1.160 4.608
F15 5.820 -0.408 3.236
F16 5.427 1.729 3.547
H5 5.384 1.632 0.929
H6 5.572 -0.117 0.920
H7 3.777 1.486 -2.281
H8 3.222 -0.695 4.075
C11 -0.775 5.322 -5.862
C12 -1.992 5.131 -6.775
C13 -1.639 4.553 -8.163
F17 -0.949 5.465 -8.901
F18 -0.880 3.433 -8.077
F19 -2.915 4.352 -6.165
F20 -2.559 6.348 -6.962
O3 -0.145 4.108 -5.475
C14 1.195 4.205 -5.291
C15 1.705 2.787 -4.925
F21 3.063 2.808 -4.772
F22 1.140 2.333 -3.796
F23 1.874 4.537 -6.412
F24 1.475 5.162 -4.389
H9 -1.177 5.689 -4.912
H10 -0.176 6.088 -6.358
H11 -2.577 4.343 -8.693
H12 1.544 2.149 -5.798
C16 -3.265 -4.406 -0.356
C17 -2.871 -4.952 1.034
C18 -2.200 -6.306 0.888
F25 -1.943 -6.899 2.088
F26 -3.021 -7.129 0.172
F27 -1.963 -4.118 1.606
F28 -3.987 -5.028 1.781
O4 -2.181 -4.592 -1.259
C19 -2.499 -4.302 -2.567
C20 -1.190 -4.316 -3.373
F29 -0.523 -3.170 -3.143
F30 -0.377 -5.341 -3.073
F31 -3.375 -5.244 -3.004
F32 -3.099 -3.122 -2.775
H13 -3.411 -3.327 -0.247
H14 -4.202 -4.888 -0.630
H15 -1.245 -6.173 0.371
H16 -1.490 -4.415 -4.422
C21 -0.021 0.772 -1.100
C22 -0.129 -0.665 -0.580
C23 -0.954 -0.795 0.718
C24 -2.352 -0.423 0.573
N1 -3.450 -0.148 0.431
H17 -0.974 1.189 -1.428
H18 0.785 0.860 -1.822
H19 0.248 1.389 -0.237
H20 0.914 -0.934 -0.403
H21 -0.522 -1.377 -1.305
H22 -0.534 -0.201 1.530
H23 -0.967 -1.848 1.007

[2]
# C24H23F4N5OTa

C24H23F4N5OTa as an isolated structure (the ωB97M-V functional and the def2-TZVPD basis, OMol25).

## Properties
* E_HOMO: -17.0 eV
* molecular weight: 654.422 g mol⁻¹
* total charge: +3
* HOMO-LUMO gap: 5.2413 eV

Atoms and positions in Å:
Ta1 -0.367 -0.260 0.129
C1 2.023 0.606 1.784
N1 1.618 -0.593 0.975
C2 2.706 -0.886 -0.014
C3 1.468 -1.787 1.870
C4 0.282 -1.585 2.782
N2 -0.739 -0.863 1.999
C5 -1.895 -0.418 2.704
C6 -2.636 0.552 2.067
F1 -2.073 0.916 0.812
C7 -3.789 1.129 2.533
F2 -4.400 2.056 1.825
C8 -4.262 0.690 3.758
C9 -3.562 -0.299 4.427
F3 -3.995 -0.749 5.582
C10 -2.391 -0.868 3.918
F4 -1.784 -1.833 4.598
H1 2.941 0.362 2.320
H2 1.245 0.866 2.498
H3 2.206 1.445 1.120
H4 3.620 -1.103 0.540
H5 2.873 -0.019 -0.648
H6 2.441 -1.753 -0.611
H7 2.384 -1.933 2.446
H8 1.347 -2.657 1.226
H9 0.528 -0.993 3.665
H10 -0.071 -2.551 3.144
H11 -5.164 1.111 4.185
C11 0.648 -1.282 -4.103
C12 0.359 -1.315 -2.654
N3 0.514 -0.303 -1.855
N4 0.954 0.895 -2.389
C13 0.711 1.862 -1.564
O1 0.152 1.492 -0.336
C14 0.911 3.257 -1.814
C15 1.461 3.664 -3.040
C16 1.635 5.008 -3.285
C17 1.263 5.946 -2.323
C18 0.722 5.547 -1.105
C19 0.546 4.204 -0.844
C20 -0.182 -2.499 -1.957
C21 -0.254 -3.747 -2.521
C22 -0.817 -4.796 -1.787
C23 -1.303 -4.550 -0.514
C24 -1.187 -3.278 0.012
N5 -0.622 -2.258 -0.679
H12 0.436 -0.291 -4.498
H13 0.082 -2.035 -4.645
H14 1.718 -1.460 -4.269
H15 1.746 2.929 -3.780
H16 2.060 5.336 -4.224
H17 1.398 7.000 -2.527
H18 0.441 6.286 -0.368
H19 0.124 3.887 0.100
H20 0.118 -3.914 -3.523
H21 -0.879 -5.788 -2.218
H22 -1.767 -5.329 0.075
H23 -1.546 -3.050 1.005